Below is one molecule with the formula C5H4N2O at a distorted geometry, with properties calculated with the ωB97M-V functional and the def2-TZVPD basis.

Results
spin multiplicity	1
E	-10273.225	eV
highest occupied orbital energy	-9.87	eV

The geometry in XYZ format:
```
12
Properties=species:S:1:pos:R:3:mulliken_charge:R:1
C -1.63 0.00 0.11 0.4286
C -0.83 -1.17 -0.40 0.0520
C 1.40 -0.78 0.24 0.1594
C 1.19 0.62 0.41 -0.5586
C 0.12 1.32 -0.17 0.2695
H -1.58 -1.93 -0.83 0.3275
H 2.48 -1.00 0.61 0.2646
H 2.13 1.27 0.66 0.2619
H 0.23 2.52 -0.54 0.2816
N 0.43 -1.65 -0.22 -0.5098
N -1.10 1.11 -0.45 -0.4252
O -2.84 -0.31 0.58 -0.5514
```